19
Properties=species:S:1:pos:R:3:forces:R:3 method="wB97M-V/def2-TZVPD" energy_ev=-11852.079 total_charge=+1 lumo_energy_ev="-6.01 / -4.66" max_force_ev_per_a=4.229
C 1.535124 0.261980 2.691975 -1.66 -0.55 0.92
N 0.744156 0.581020 1.521345 -3.16 0.58 1.49
N 1.089283 0.204438 0.344875 2.66 -0.48 0.10
C 0.288599 0.006376 -0.670499 -1.92 -0.19 -1.06
C 0.906731 0.013413 -2.059492 -3.89 -0.40 0.15
C -1.163380 -0.094295 -0.374626 1.95 0.57 -0.75
C -2.269131 -0.255293 -1.304545 -1.68 -1.02 -3.75
N -1.463905 -0.155311 0.849982 2.42 0.11 1.63
O -2.071195 -0.131463 1.831859 -1.71 0.03 0.73
H 2.482861 0.252840 2.254076 2.41 -0.41 0.57
H 1.395332 0.971234 3.562640 0.20 -0.19 -1.62
H 1.216687 -0.712874 3.199968 0.55 0.79 -1.23
H 2.110363 0.050676 0.159883 -0.72 0.08 0.06
H 1.748324 0.585973 -1.968402 2.27 1.48 -0.44
H 0.157483 0.446787 -2.798129 1.08 -0.29 0.95
H 1.114504 -0.973922 -2.413902 0.25 -0.72 -0.11
H -2.170392 -1.225937 -1.903746 0.01 1.10 0.90
H -2.421839 0.515374 -2.139636 0.60 -0.63 1.48
H -3.229604 -0.341016 -0.783627 0.32 0.13 0.00